Here is a gas-phase ion, C5H14N3 (charge +1) at a distorted geometry from the OMol25 dataset. Energies are from ωB97M-V/def2-TZVPD.

Output
SMILES string: [H]/N=C/[C@@H](NC)[NH+](C)C
total charge: +1
calculated total energy: -9873.3295 eV

Each atom is followed by the atoms it is bonded to, with distances in Å.
Cartesian coordinates (Å):
1 H 0.882 3.285 -0.141  N2 0.999
2 N 0.833 2.289 -0.067  H1 0.999, C3 1.194
3 C 0.016 1.863 0.692  N2 1.194, C4 1.818, H10 1.125
4 C -0.240 0.063 0.702  C3 1.818, N5 1.372, N7 1.569, H11 1.063
5 N -1.516 -0.248 0.306  C4 1.372, C6 1.434, H12 1.086
6 C -2.458 0.449 -0.521  N5 1.434, H13 1.022, H14 1.102, H15 1.126
7 N 0.875 -0.426 -0.287  C4 1.569, C8 1.430, C9 1.448, H16 0.996
8 C 0.531 -1.753 -0.693  N7 1.430, H17 1.148, H18 1.068, H19 1.077
9 C 2.164 -0.485 0.371  N7 1.448, H20 1.180, H21 1.049, H22 1.117
10 H -0.797 2.202 1.392  C3 1.125
11 H 0.098 -0.220 1.669  C4 1.063
12 H -1.730 -1.213 0.756  N5 1.086
13 H -1.967 1.089 -1.148  C6 1.022
14 H -2.918 -0.277 -1.209  C6 1.102
15 H -3.356 0.880 0.005  C6 1.126
16 H 0.945 0.183 -1.071  N7 0.996
17 H -0.384 -1.802 -1.384  C8 1.148
18 H 1.359 -2.268 -1.128  C8 1.068
19 H 0.103 -2.235 0.169  C8 1.077
20 H 2.506 0.467 0.980  C9 1.180
21 H 2.146 -1.273 1.065  C9 1.049
22 H 2.907 -0.571 -0.458  C9 1.117